a | Computed, not measured: a 3-piece molecular cluster, CH6NO4 overall, with wB97M-V/def2-TZVPD.

Structure (XYZ):
```
12
Properties=species:S:1:pos:R:3:lowdin_charge:R:1
N -2.056 1.623 0.481 0.031
C -0.921 0.763 -0.042 -0.806
O -1.354 -0.302 -0.462 -0.062
O 0.169 1.363 -0.003 -0.081
H -2.977 1.622 0.206 -0.024
H -1.867 2.716 0.486 0.090
H 3.100 -0.708 0.318 0.003
H 2.470 -0.662 1.594 0.013
O 3.283 -0.915 1.206 -0.034
H -0.472 -1.724 -0.750 -0.066
H 0.581 -1.364 -1.770 0.072
O 0.287 -2.124 -1.142 -0.136
```

Values from the calculation:
charge = -1
LUMO energy = 4.140 eV
gap between HOMO and LUMO = 0.3289 hartree
spin multiplicity = 1

---

b | Computed, not measured: a 3-piece molecular cluster, CH6NO4 overall, with wB97M-V/def2-TZVPD.

Structure (XYZ):
```
12
Properties=species:S:1:pos:R:3:lowdin_charge:R:1
N 1.536 -0.627 1.423 0.064
C 0.389 -0.701 0.486 -0.819
O 0.682 -0.683 -0.690 -0.037
O -0.728 -0.690 1.053 -0.074
H 2.443 -1.033 1.288 0.032
H 1.350 -0.295 2.380 0.056
H -0.296 -0.258 -1.954 0.003
H -1.280 -1.083 -2.264 -0.052
O -1.145 -0.222 -2.497 -0.099
H -0.999 1.193 0.528 -0.141
H -0.636 2.551 0.148 0.057
O -1.317 1.848 0.099 0.008
```

Values from the calculation:
charge = -1
LUMO energy = 4.160 eV
gap between HOMO and LUMO = 0.3241 hartree
spin multiplicity = 1

---

a comes first in stability; the runner-up is 6.5 kcal/mol higher.